[1]
The following is a quantum chemistry calculation of a structure of composition C40H26BrClN4NiPSe in a non-equilibrium geometry, from the OMol25 dataset.

Calculated values
LUMO (alpha / beta) (eV): -3.2 / -3.3
Electronic energy (eV): -246100.823
⟨S²⟩: 2.01
Strongest force on any atom (eV/A): 1.59
HOMO-LUMO gap (alpha / beta) (eV): 6.710 / 6.527
HOMO level (alpha / beta) (eV): -9.955 / -9.873

The geometry in ORCA input format:
```
! wB97M-V def2-TZVPD RIJCOSX def2/J DEFGRID3
* xyz 1 3
Ni -0.574 0.104 -0.372
Cl -2.431 1.167 0.707
C -1.916 1.584 2.286
C -2.434 2.679 2.949
C -1.914 3.000 4.194
C -0.902 2.237 4.749
C -0.431 1.112 4.095
C -0.946 0.762 2.854
P -0.484 -0.703 1.864
C 0.851 -1.402 2.887
C 2.059 -0.707 2.922
C 3.110 -1.174 3.688
C 2.965 -2.340 4.424
C 1.763 -3.024 4.400
C 0.706 -2.564 3.634
C -1.901 -1.820 2.113
C -1.819 -3.063 1.486
C -2.908 -3.911 1.476
C -4.086 -3.529 2.100
C -4.157 -2.317 2.765
C -3.071 -1.459 2.774
H -3.222 3.268 2.508
H -2.293 3.860 4.718
H -0.477 2.516 5.700
H 0.341 0.513 4.548
H 2.165 0.212 2.359
H 4.040 -0.628 3.721
H 3.788 -2.712 5.014
H 1.643 -3.920 4.986
H -0.229 -3.101 3.630
H -0.900 -3.357 0.998
H -2.837 -4.862 0.971
H -4.948 -4.176 2.066
H -5.066 -2.029 3.273
H -3.144 -0.520 3.302
Se 5.744 3.668 -3.150
N 5.451 2.173 -2.287
C 4.162 2.066 -2.020
C 3.558 0.965 -1.323
C 4.304 -0.094 -0.802
C 3.641 -1.122 -0.172
C 2.255 -1.072 -0.080
N 1.533 -0.061 -0.538
C 2.160 0.964 -1.143
C 1.356 2.087 -1.587
N 0.045 2.059 -1.292
C -0.707 3.082 -1.659
C -0.223 4.179 -2.366
C 1.118 4.230 -2.675
C 1.941 3.175 -2.268
C 3.361 3.156 -2.492
N 4.045 4.104 -3.105
H 5.376 -0.080 -0.913
H 4.173 -1.950 0.264
H 1.725 -1.894 0.385
H -1.747 3.044 -1.373
H -0.894 4.974 -2.651
H 1.558 5.058 -3.211
Br -0.093 -2.821 -1.531
C -0.383 -2.029 -3.237
C 0.093 -2.671 -4.346
C -0.173 -2.123 -5.609
C -0.952 -1.005 -5.718
C -1.500 -0.376 -4.580
C -2.439 0.666 -4.701
C -3.086 1.138 -3.599
C -2.716 0.690 -2.317
C -1.684 -0.199 -2.131
C -1.160 -0.857 -3.277
H 0.639 -3.597 -4.249
H 0.209 -2.617 -6.488
H -1.184 -0.589 -6.689
H -2.672 1.026 -5.691
H -3.878 1.870 -3.674
H -3.295 1.090 -1.497
*
```

---

[2]
The following is a quantum chemistry calculation of the molecule C4H7NO, from the OMol25 dataset.

Calculated values
Energy relative to the best compared isomer or geometry (same formula, charge and spin) (kcal/mol): 43.01
LUMO (eV): 1.1
SMILES string: C[C@H]1CN1C=O
Electronic energy (eV): -7797.779
Strongest force on any atom (eV/A): 0.53
HOMO-LUMO gap (eV): 11.117
HOMO level (eV): -10.033

The geometry in ORCA input format:
```
! wB97M-V def2-TZVPD RIJCOSX def2/J DEFGRID3
* xyz 0 1
C -0.522 -1.061 1.358
C -0.382 0.061 0.367
C 0.770 0.965 0.281
N 0.644 -0.148 -0.682
C 0.206 0.225 -1.981
O -0.497 1.166 -2.255
H -1.085 -1.882 0.902
H 0.458 -1.445 1.655
H -1.064 -0.731 2.251
H -1.310 0.497 -0.003
H 0.589 1.966 -0.105
H 1.615 0.860 0.958
H 0.578 -0.473 -2.747
*
```

---

[3]
The following is a quantum chemistry calculation of a structure of composition C28H28ClN2O2PSTc, from the OMol25 dataset.

Calculated values
Energy relative to the best compared isomer or geometry (same formula, charge and spin) (kcal/mol): 0.00
LUMO (alpha / beta) (eV): -8.2 / -7.9
Electronic energy (eV): -71397.888
⟨S²⟩: 0.76
Strongest force on any atom (eV/A): 0.88
HOMO-LUMO gap (alpha / beta) (eV): 6.159 / 6.461
HOMO level (alpha / beta) (eV): -14.360 / -14.369

The geometry in ORCA input format:
```
! wB97M-V def2-TZVPD RIJCOSX def2/J DEFGRID3
* xyz 2 2
Tc -1.681 0.273 0.035
C -0.697 -0.392 3.838
C -1.731 0.469 3.170
C -1.771 1.834 3.424
C -2.838 2.617 3.001
C -3.895 2.058 2.294
C -3.846 0.714 1.970
C -2.758 -0.081 2.376
H 0.320 -0.083 3.589
H -0.826 -1.442 3.588
H -0.804 -0.308 4.920
H -0.988 2.284 4.022
H -2.853 3.670 3.246
H -4.741 2.663 2.001
H -4.670 0.246 1.445
H -2.848 -1.156 2.260
O -1.821 4.213 -0.576
C -1.858 3.081 -0.879
O -1.861 2.090 0.166
C -1.917 2.418 -2.216
P -0.786 1.000 -2.102
C 0.865 1.698 -2.004
C 1.084 3.035 -2.345
C 2.363 3.569 -2.280
C 3.429 2.774 -1.892
C 3.225 1.437 -1.576
C 1.950 0.900 -1.628
C -0.945 -0.009 -3.562
C 0.197 -0.348 -4.288
C 0.071 -1.084 -5.457
C -1.183 -1.471 -5.900
C -2.324 -1.133 -5.180
C -2.210 -0.407 -4.010
H -1.684 3.109 -3.024
H -2.928 2.027 -2.369
H 0.275 3.678 -2.658
H 2.523 4.606 -2.538
H 4.424 3.194 -1.846
H 4.062 0.809 -1.304
H 1.817 -0.150 -1.425
H 1.177 -0.034 -3.957
H 0.952 -1.343 -6.026
H -1.277 -2.035 -6.818
H -3.299 -1.432 -5.537
H -3.106 -0.149 -3.462
Cl -3.026 -1.204 -0.890
N -1.243 -3.047 1.276
C -0.071 -2.421 1.360
S 0.241 -0.943 0.479
N 0.896 -2.977 2.063
C 2.253 -2.620 2.432
C 2.838 -3.538 3.297
C 4.132 -3.339 3.742
C 4.841 -2.221 3.325
C 4.245 -1.315 2.464
C 2.947 -1.500 2.003
H -1.954 -2.704 0.644
H -1.379 -3.965 1.674
H 0.649 -3.875 2.469
H 2.287 -4.410 3.626
H 4.580 -4.056 4.414
H 5.852 -2.061 3.668
H 4.793 -0.442 2.137
H 2.528 -0.771 1.331
*
```

---

[4]
The following is a quantum chemistry calculation of a cluster of 2 separate species, C2H8N2 in total, from the OMol25 dataset.

Calculated values
Energy relative to the best compared isomer or geometry (same formula, charge and spin) (kcal/mol): 6.39
LUMO (alpha / beta) (eV): 4.3 / 4.1
Electronic energy (eV): -5182.010
⟨S²⟩: 0.75
Strongest force on any atom (eV/A): 0.95
HOMO-LUMO gap (alpha / beta) (eV): 3.077 / 8.623
HOMO level (alpha / beta) (eV): 1.250 / -4.484

The geometry in ORCA input format:
```
! wB97M-V def2-TZVPD RIJCOSX def2/J DEFGRID3
* xyz -1 2
N -2.778 -0.142 0.128
H -3.667 0.181 0.494
H -2.855 -1.048 -0.327
H -2.402 0.547 -0.521
C 1.884 -0.789 -0.644
C 1.452 0.361 -0.111
N 0.357 0.493 0.693
H 1.315 -1.677 -0.516
H 2.837 -0.871 -1.149
H 1.996 1.289 -0.261
H -0.201 -0.338 0.827
H -0.210 1.314 0.831
*
```

---

[5]
The following is a quantum chemistry calculation of the molecule C13H20Cl2N2, from the OMol25 dataset.

Calculated values
Energy relative to the best compared isomer or geometry (same formula, charge and spin) (kcal/mol): 0.00
LUMO (eV): 0.8
SMILES string: CN(C)CCN(C)CCc1ccc(Cl)c(Cl)c1
Electronic energy (eV): -41830.232
Strongest force on any atom (eV/A): 0.42
HOMO-LUMO gap (eV): 9.139
HOMO level (eV): -8.324

The geometry in ORCA input format:
```
! wB97M-V def2-TZVPD RIJCOSX def2/J DEFGRID3
* xyz 0 1
C -0.282 -3.328 -0.005
N -0.707 -1.948 0.106
C -1.716 -1.794 1.135
C -1.148 -1.397 -1.166
C -0.865 0.107 -1.272
N -1.632 0.911 -0.333
C -2.949 1.223 -0.847
C -0.924 2.087 0.139
C 0.057 1.747 1.281
C 1.414 1.317 0.808
C 2.340 2.260 0.377
C 3.589 1.876 -0.075
C 3.934 0.534 -0.101
Cl 5.494 0.058 -0.665
C 3.014 -0.418 0.325
Cl 3.416 -2.094 0.287
C 1.766 -0.028 0.781
H -1.089 -4.003 -0.333
H 0.074 -3.667 0.967
H 0.542 -3.397 -0.714
H -2.013 -0.749 1.173
H -2.608 -2.413 0.943
H -1.295 -2.089 2.097
H -2.217 -1.601 -1.344
H -0.582 -1.881 -1.966
H 0.195 0.255 -1.072
H -1.061 0.424 -2.311
H -2.919 1.886 -1.727
H -3.448 0.299 -1.132
H -3.540 1.703 -0.067
H -1.672 2.776 0.538
H -0.386 2.608 -0.670
H -0.392 0.958 1.883
H 0.172 2.638 1.901
H 2.084 3.309 0.395
H 4.305 2.611 -0.408
H 1.048 -0.781 1.070
*
```

---

[6]
The following is a quantum chemistry calculation of the molecule C7H8N4 in a non-equilibrium geometry, from the OMol25 dataset.

Calculated values
Energy relative to the best compared isomer or geometry (same formula, charge and spin) (kcal/mol): 70.83
LUMO (eV): 0.3
SMILES string: CC1(C)N=N[C@H](C#N)[C@H]1C#N
Electronic energy (eV): -13346.105
Strongest force on any atom (eV/A): 3.06
HOMO-LUMO gap (eV): 10.514
HOMO level (eV): -10.256

The geometry in ORCA input format:
```
! wB97M-V def2-TZVPD RIJCOSX def2/J DEFGRID3
* xyz 0 1
C -0.974 1.219 -1.060
C -0.612 0.326 0.108
C -1.781 -0.438 0.849
N -0.061 1.167 1.141
N 1.125 1.013 1.304
C 1.700 -0.024 0.502
C 2.744 0.564 -0.345
N 3.588 1.033 -0.953
C 0.532 -0.647 -0.326
C 0.197 -1.975 -0.017
N -0.159 -3.038 0.210
H -1.689 2.042 -0.774
H -1.509 0.513 -1.906
H 0.071 1.594 -1.559
H -2.528 0.318 1.187
H -1.518 -1.152 1.687
H -2.288 -1.157 0.060
H 2.264 -0.732 1.204
H 0.900 -0.627 -1.311
*
```